[1]
{
  "formula": "H28O14",
  "method": "wB97M-V/def2-TZVPD",
  "species": ["H", "H", "H", "H", "H", "H", "H", "H", "H", "H", "H", "H", "H", "H", "H", "H", "H", "H", "H", "H", "H", "H", "H", "H", "H", "H", "H", "H", "O", "O", "O", "O", "O", "O", "O", "O", "O", "O", "O", "O", "O", "O"],
  "positions_angstrom": [[-0.8357, -0.9098, -0.1814], [0.5572, -0.5899, -0.1825], [-2.2760, -2.6938, -1.6590], [-2.2301, -3.2386, -0.2648], [4.3148, -1.1560, 1.6530], [3.2906, -0.6256, 2.6188], [-5.4671, -2.1775, -1.3265], [-4.6706, -2.3902, -0.1077], [4.3302, -0.4832, -0.7151], [3.5222, 0.2456, 0.3025], [1.3544, 0.6078, -1.1603], [0.1952, 1.5623, -1.2908], [-0.4062, 3.8117, -0.7491], [-1.0250, 2.7261, 0.2178], [-3.5911, 2.2948, -0.5096], [-4.8379, 1.5381, -0.1108], [-3.4490, -0.5904, 1.0240], [-2.1613, 0.2278, 1.5509], [4.2313, 2.4662, 2.6531], [3.0576, 1.9495, 1.9146], [1.3526, -5.1126, -1.0373], [1.9489, -6.1835, -0.2911], [0.5069, 0.6292, 3.3301], [1.1387, 0.2069, 2.0439], [3.3636, 2.0888, -1.3042], [4.2980, 1.8416, -0.2187], [-2.9286, 1.4215, -3.3987], [-3.6150, 2.7643, -3.2843], [-0.1456, -0.8983, -0.8038], [-2.5774, -2.4801, -0.7398], [3.3110, -1.0880, 1.7806], [-5.5046, -2.7559, -0.4763], [4.3894, 0.1844, -0.0979], [0.7686, 1.0967, -0.6944], [-0.3560, 3.4004, 0.1723], [-4.5517, 2.3430, -0.6428], [-2.5210, -0.6395, 1.3698], [3.3867, 1.8857, 2.8014], [1.5608, -5.3781, -0.1029], [0.8605, -0.1239, 2.8237], [4.2956, 1.8443, -1.1395], [-2.8850, 2.3781, -3.7673]],
  "spin_multiplicity": 1,
  "orbital_gap_ev": 8.33,
  "e_tot_ev": -29114.367,
  "de_lowest_ev": 7.284
}

[2]
{
  "formula": "C13H20NO3",
  "method": "wB97M-V/def2-TZVPD",
  "species": ["C", "C", "O", "C", "C", "C", "C", "C", "C", "C", "N", "H", "H", "H", "H", "H", "H", "H", "H", "H", "H", "H", "H", "H", "H", "O", "C", "O", "C", "C", "C", "H", "H", "H", "H", "H", "H"],
  "positions_angstrom": [[2.3893, 1.3424, 0.6315], [1.1753, 2.3777, 0.1712], [0.1616, 1.7594, -0.6975], [-0.5957, 0.7007, -0.0115], [-2.2174, 1.0546, 0.1655], [-2.8523, 2.5659, 0.1130], [-4.4989, 2.7193, 0.3595], [-5.3732, 1.3461, 0.6577], [-7.0010, 1.3203, 0.9707], [-4.6052, -0.1038, 0.6508], [-3.1116, -0.1732, 0.4173], [2.2092, 0.2590, 0.1904], [2.2666, 1.2341, 1.8139], [3.4658, 1.7470, 0.3966], [0.7164, 2.9768, 1.0944], [1.7168, 3.2138, -0.4858], [-0.2135, 0.4312, 1.0618], [-0.5739, -0.2500, -0.7332], [-2.1763, 3.5080, -0.0848], [-5.0588, 3.7595, 0.3663], [-7.2896, 0.2080, 1.2754], [-7.5875, 1.7078, 0.0327], [-7.2497, 1.9877, 1.9054], [-5.1779, -1.1343, 0.8307], [-2.6683, -1.1404, 0.4339], [3.0747, -2.6839, 1.2373], [3.6549, -2.6550, 0.1646], [3.3272, -1.8212, -0.8657], [4.1386, -2.1335, -1.9970], [5.3492, -2.8335, -1.4372], [4.7898, -3.5492, -0.2338], [3.5633, -2.7745, -2.6732], [4.4068, -1.2130, -2.5238], [5.8325, -3.4996, -2.1569], [6.0893, -2.0921, -1.1123], [4.3939, -4.5347, -0.4941], [5.5296, -3.6275, 0.5662]],
  "spin_multiplicity": 1,
  "orbital_gap_ev": 7.35,
  "e_tot_ev": -21422.706,
  "total_charge": 1,
  "de_lowest_ev": 9.314
}

[3]
{
  "formula": "C9H23IrO4Si",
  "method": "wB97M-V/def2-TZVPD",
  "species": ["Ir", "C", "O", "C", "C", "O", "C", "C", "O", "C", "H", "H", "H", "H", "H", "H", "H", "H", "H", "H", "H", "H", "H", "H", "C", "Si", "C", "C", "O", "H", "H", "H", "H", "H", "H", "H", "H", "H"],
  "positions_angstrom": [[-0.2374, 0.1472, 0.2579], [-2.2723, -1.6148, -1.3850], [-0.8571, -1.3456, -1.1306], [-0.0139, -1.4049, -2.2993], [1.3878, -1.2083, -1.8110], [1.4854, 0.0205, -1.0410], [1.7077, 1.2590, -1.7759], [0.3865, 1.9091, -2.0670], [-0.3739, 1.9193, -0.8422], [-0.4516, 3.1972, -0.1324], [-2.3582, -2.6259, -1.7826], [-2.6876, -0.9056, -2.0999], [-2.7965, -1.5625, -0.4347], [-0.3324, -0.6608, -3.0299], [-0.1006, -2.3883, -2.7676], [2.0868, -1.1965, -2.6477], [1.6757, -2.0024, -1.1239], [2.2501, 1.0731, -2.7035], [2.3244, 1.8781, -1.1256], [-0.2008, 1.3551, -2.7952], [0.5406, 2.9194, -2.4469], [-0.8837, 3.9369, -0.8043], [0.5365, 3.5259, 0.1881], [-1.1121, 3.0621, 0.7213], [1.6741, -0.1267, 4.6089], [0.3252, -1.1649, 3.5089], [-1.1508, -1.2713, 4.6203], [1.3173, -2.7981, 3.4292], [0.0802, -0.5650, 2.0134], [1.8673, -0.7112, 5.5056], [1.1473, 0.8110, 4.8103], [2.5543, -0.0173, 3.9766], [-0.8436, -1.7588, 5.5467], [-1.9177, -1.8715, 4.1209], [-1.5615, -0.2867, 4.8491], [1.4639, -3.1605, 4.4451], [2.2736, -2.6545, 2.9306], [0.6661, -3.4676, 2.8543]],
  "spin_multiplicity": 2,
  "orbital_gap_ev": [7.47, 6.22],
  "e_tot_ev": -28577.810,
  "total_charge": 3,
  "de_lowest_ev": 1.014
}

[4]
{
  "formula": "C10H20N2O6S",
  "method": "wB97M-V/def2-TZVPD",
  "species": ["C", "C", "C", "C", "C", "C", "C", "C", "C", "C", "H", "H", "H", "H", "H", "H", "H", "H", "H", "H", "H", "H", "H", "H", "H", "H", "H", "H", "H", "H", "N", "N", "O", "O", "O", "O", "O", "O", "S"],
  "positions_angstrom": [[-0.6754, -0.1052, -2.1930], [-1.0956, 1.0832, -1.3057], [0.8475, -0.2343, -2.2191], [1.3102, -1.5207, -2.9069], [2.8123, -1.6415, -2.9831], [-0.3717, -0.6675, 1.4815], [-1.2092, -1.8948, 1.8202], [-0.7437, 0.4850, 2.4290], [0.1699, 1.6896, 2.2290], [0.0905, 2.5576, 4.8699], [-1.5278, -0.8824, -3.9153], [-0.7316, 0.5300, -4.1526], [-1.1027, -0.9930, -1.7067], [1.2763, 0.6352, -2.7332], [1.2095, -0.1973, -1.1870], [0.9424, -2.4080, -2.3835], [0.9284, -1.5547, -3.9366], [4.3302, -0.7196, -3.5658], [-2.4100, 1.2981, -2.5932], [-1.5090, -0.2088, -0.1191], [-0.1465, -0.9789, -0.5108], [0.6795, -0.9328, 1.6599], [-0.6877, 0.1261, 3.4621], [-1.7817, 0.7831, 2.2378], [1.2109, 1.4219, 2.4491], [0.1341, 2.0031, 1.1831], [-0.0502, 3.4020, 5.5504], [1.1295, 2.2231, 4.9436], [-0.5760, 1.7492, 5.1835], [-1.5065, -3.1564, 3.1652], [-1.3236, 0.0204, -3.5011], [-0.5168, -0.2577, 0.0974], [-0.5114, 1.3777, -0.2918], [3.4661, -2.5772, -2.5946], [3.3721, -0.5582, -3.5640], [-2.1756, 1.7300, -1.7410], [-2.0597, -2.3698, 1.1064], [-0.9115, -2.4006, 3.0326], [-0.2855, 3.1443, 3.2034]],
  "spin_multiplicity": 1,
  "orbital_gap_ev": 6.36,
  "e_tot_ev": -36789.597,
  "de_lowest_ev": 6.848
}

[5]
{
  "formula": "C45H43F2N3O4",
  "method": "wB97M-V/def2-TZVPD",
  "species": ["C", "O", "C", "C", "C", "F", "C", "C", "C", "C", "C", "N", "C", "C", "C", "C", "C", "C", "C", "C", "C", "C", "N", "C", "C", "C", "O", "C", "C", "C", "C", "C", "F", "C", "C", "C", "C", "C", "C", "C", "C", "C", "C", "C", "O", "C", "C", "O", "H", "H", "H", "H", "H", "H", "H", "H", "H", "H", "H", "H", "H", "H", "H", "H", "H", "H", "H", "H", "H", "H", "H", "H", "H", "H", "H", "H", "H", "H", "H", "H", "H", "H", "H", "H", "H", "H", "N", "C", "C", "C", "C", "C", "H", "H", "H", "H", "H"],
  "positions_angstrom": [[1.6631, 5.8210, 0.2768], [0.7603, 4.7829, 0.6203], [1.3471, 3.7751, 1.4310], [0.9070, 2.3860, 1.0205], [1.7298, 1.6181, 0.2385], [2.8938, 2.1861, -0.1298], [1.4191, 0.3448, -0.1787], [2.3701, -0.4221, -1.0805], [3.8694, -0.4047, -0.6136], [4.7315, 0.3863, -1.6119], [4.9278, -0.3864, -2.9350], [5.9665, -1.4148, -2.8161], [6.1698, -2.2751, -3.8365], [7.1563, -3.1652, -3.5070], [7.5694, -2.7842, -2.1948], [6.8392, -1.7060, -1.8062], [0.2185, -0.1761, 0.2522], [-0.6291, 0.5857, 1.0436], [-0.3161, 1.8657, 1.4362], [-1.1893, 2.7439, 2.2687], [-1.4444, 2.5678, 3.6306], [-2.2750, 3.4422, 4.2838], [-2.8849, 4.5283, 3.7939], [-2.6157, 4.6561, 2.4927], [-1.8403, 3.8386, 1.7021], [-1.9347, -0.0591, 1.4563], [-2.4047, 0.1421, 2.5623], [-2.5520, -0.9669, 0.4340], [-3.9146, -1.0579, 0.2239], [-4.9234, -0.2385, 1.0065], [-5.6132, 0.8407, 0.1739], [-4.6971, 1.9964, -0.2460], [-6.2375, 0.3349, -0.9725], [-4.3800, -1.9032, -0.7591], [-3.5581, -2.6704, -1.5554], [-4.2323, -3.5234, -2.6232], [-3.5889, -4.8648, -2.9100], [-3.9749, -5.9639, -2.1833], [-3.4454, -7.2045, -2.4299], [-2.5118, -7.3990, -3.4150], [-2.1076, -6.3028, -4.1552], [-1.0983, -6.4915, -5.2656], [-2.6461, -5.0756, -3.8935], [-2.1901, -2.5721, -1.3340], [-1.3029, -3.2981, -2.0887], [-1.7115, -1.7300, -0.3595], [-0.2334, -1.5674, -0.1191], [0.5151, -2.5283, -0.1954], [1.9937, 5.6724, -0.7602], [1.1685, 6.7994, 0.3057], [2.5124, 5.8929, 0.9652], [2.4430, 3.7984, 1.4054], [1.0664, 3.9452, 2.4782], [2.3472, 0.0794, -2.0594], [2.0654, -1.4499, -1.2545], [4.2464, -1.4155, -0.4407], [3.9258, 0.1249, 0.3433], [5.7074, 0.6119, -1.1704], [4.2765, 1.3377, -1.8983], [5.1889, 0.3094, -3.7384], [3.9885, -0.8899, -3.1869], [5.6849, -2.3332, -4.8026], [7.5061, -3.9611, -4.1455], [8.3534, -3.2885, -1.6459], [6.8926, -1.1508, -0.8843], [-0.9949, 1.7408, 4.1671], [-2.4722, 3.2364, 5.3394], [-3.0757, 5.5200, 2.0057], [-1.7332, 4.0498, 0.6441], [-5.7022, -0.9161, 1.3833], [-4.5043, 0.2439, 1.8902], [-6.4143, 1.2562, 0.7985], [-4.7536, 2.7810, 0.5145], [-5.0569, 2.3754, -1.2059], [-3.6458, 1.7058, -0.3538], [-5.4532, -1.9707, -0.9113], [-5.2567, -3.7212, -2.2923], [-4.3159, -2.9254, -3.5403], [-4.7326, -5.8973, -1.4048], [-3.7705, -8.0812, -1.8756], [-2.1112, -8.3841, -3.6323], [-0.8953, -5.5516, -5.7878], [-1.5122, -7.1771, -6.0159], [-0.1495, -6.9178, -4.9276], [-2.3190, -4.2202, -4.4825], [-0.8762, -3.9525, -1.5212], [1.1709, 4.2503, 4.7575], [2.4709, 3.9915, 4.9021], [3.2174, 4.3822, 6.0022], [2.5790, 5.0863, 7.0101], [1.2291, 5.3671, 6.8788], [0.5741, 4.9269, 5.7387], [2.9299, 3.4404, 4.0867], [4.2698, 4.1416, 6.0666], [3.1263, 5.4113, 7.8860], [0.6942, 5.9146, 7.6426], [-0.4836, 5.1204, 5.5939]],
  "spin_multiplicity": 1,
  "smiles": "COCc1c(F)c(CCCCn2cccc2)c2c(c1-c1ccncc1)C(=O)c1c(C[C@@H](C)F)cc(Cc3cccc(C)c3)c(O)c1C2=O.c1ccncc1",
  "orbital_gap_ev": 7.51,
  "e_tot_ev": -65457.260,
  "de_lowest_ev": 0.846
}

[6]
{
  "formula": "C4H7N2P",
  "method": "wB97M-V/def2-TZVPD",
  "species": ["C", "C", "C", "C", "N", "N", "P", "H", "H", "H", "H", "H", "H", "H"],
  "positions_angstrom": [[-0.6091, 1.3422, -0.2065], [0.1977, 0.4539, -0.7256], [1.7500, -0.7616, 0.5848], [1.2350, -0.5294, -0.8522], [-1.8815, 1.3916, 0.2343], [-2.6919, 0.2746, 0.3221], [-2.6133, -1.3159, 0.0418], [-0.4588, 2.4822, -0.2048], [1.6409, 0.1059, 1.1411], [2.8949, -0.9923, 0.6048], [1.2295, -1.5003, 0.9981], [0.8873, -1.4303, -1.1653], [1.9299, -0.0965, -1.4979], [-3.5105, 0.5760, 0.7253]],
  "spin_multiplicity": 1,
  "orbital_gap_ev": [5.78, 6.88],
  "e_tot_ev": -16523.231,
  "de_lowest_ev": 6.578
}

[7]
{
  "formula": "C5H7NO",
  "method": "wB97M-V/def2-TZVPD",
  "species": ["N", "C", "O", "C", "C", "C", "C", "H", "H", "H", "H", "H", "H", "H"],
  "positions_angstrom": [[1.8988, -2.1031, 0.3028], [0.7462, -1.7146, 0.4586], [0.9383, 0.8134, -0.0976], [0.2425, 1.9183, -0.6313], [-0.4793, 0.8928, 0.1162], [-1.1373, -0.3736, -0.3866], [-0.5314, -1.4073, 0.5474], [2.6265, -1.4599, 0.6171], [0.1634, 1.9880, -1.7115], [0.4889, 2.8329, -0.0966], [-0.8038, 1.1488, 1.1296], [-0.8873, -0.5549, -1.4378], [-2.2309, -0.3712, -0.2975], [-1.0346, -1.6096, 1.4872]],
  "spin_multiplicity": 1,
  "smiles": "N=C=CC[C@@H]1CO1",
  "orbital_gap_ev": 9.64,
  "e_tot_ev": -8833.131,
  "de_lowest_ev": 3.072
}

[8]
{
  "formula": "H38N7O9S",
  "method": "wB97M-V/def2-TZVPD",
  "species": ["N", "H", "H", "H", "H", "N", "H", "H", "H", "H", "N", "H", "H", "H", "H", "N", "H", "H", "H", "H", "N", "H", "H", "H", "H", "N", "H", "H", "H", "H", "N", "H", "H", "H", "H", "S", "O", "O", "O", "O", "O", "H", "H", "O", "H", "H", "O", "H", "H", "O", "H", "H", "O", "H", "H"],
  "positions_angstrom": [[2.9712, 3.8416, 3.4668], [3.7242, 3.2684, 3.8197], [2.4731, 4.3643, 4.1730], [2.1953, 3.2786, 3.1491], [3.3098, 4.4029, 2.6984], [5.3846, -3.9609, 0.9454], [4.6237, -3.4849, 0.4822], [6.0761, -4.1068, 0.2239], [5.2186, -4.8756, 1.3402], [5.8748, -3.3852, 1.6151], [-3.9519, 1.9739, 4.0749], [-3.1300, 1.6350, 3.5956], [-3.7896, 2.8246, 4.5946], [-4.5488, 1.3209, 4.5621], [-4.5684, 2.3598, 3.3741], [-0.9892, -4.4402, -4.5889], [-0.9553, -4.0973, -3.6396], [-1.2238, -5.4223, -4.6133], [-0.1639, -4.1701, -5.1048], [-1.7494, -3.9680, -5.0572], [5.5504, 0.9663, -2.3965], [5.5042, 1.9587, -2.2146], [6.4099, 0.6778, -1.9513], [5.5504, 0.9535, -3.4064], [4.7550, 0.6957, -1.8359], [-5.6360, -3.1554, -1.2172], [-5.4439, -4.1380, -1.3505], [-6.2818, -2.6954, -1.8428], [-4.7607, -2.6583, -1.1340], [-6.1793, -3.0996, -0.3676], [-3.9547, 1.7539, -4.6539], [-4.7316, 1.6306, -4.0203], [-3.9328, 0.9239, -5.2290], [-3.0816, 1.8594, -4.1573], [-4.2152, 2.6064, -5.1287], [-0.1189, 0.2697, -0.1780], [-0.1764, 0.7218, 1.1957], [1.2394, -0.2640, -0.3249], [-1.0764, -0.8340, -0.3900], [-0.4900, 1.4366, -1.0100], [-1.5678, -4.7637, 2.7047], [-1.4688, -4.2927, 1.8773], [-1.0023, -4.2937, 3.3175], [2.1290, -1.7397, 4.3432], [2.9965, -1.3587, 4.4791], [1.7562, -1.2358, 3.6198], [1.6380, 4.0270, -5.1159], [1.2523, 3.7515, -4.2843], [1.5709, 3.2556, -5.6788], [-0.2731, 0.5919, 7.1230], [0.4746, 0.2267, 6.6499], [-0.7823, -0.1722, 7.3935], [-1.1563, 6.5276, -1.3216], [-0.3067, 6.8962, -1.0795], [-0.9707, 5.6111, -1.5262]],
  "spin_multiplicity": 1,
  "orbital_gap_ev": 3.82,
  "e_tot_ev": -40255.080,
  "total_charge": 5,
  "de_lowest_ev": 1.801
}